Entry 1:
C18H20N4O3S2Se2Te2W | ωB97M-V with the def2-TZVPD basis set

Properties
LUMO energy (alpha / beta) = -2.21 / -2.21 eV
Energy relative to the best compared isomer or geometry (same formula, charge and spin) = 128.0 kcal per mole
Highest occupied orbital energy (alpha / beta) = -6.55 / -6.55 eV
HOMO-LUMO gap (alpha / beta) = 4.3426 / 4.3390 eV
Largest force on an atom = 5.02 eV/A
DFT total energy = -7344.8607 a.u.

Last column: Löwdin charge in e.
Cartesian coordinates (Å):
W -0.52474 1.16641 -2.52857  0.67
C -2.37748 -1.84818 -0.37905  -0.04
C -2.15568 -0.47102 -0.92682  -0.34
N -0.77853 -0.02454 -0.97466  -0.31
N -0.50524 0.21571 0.41107  -0.05
C -0.39157 1.43646 0.77051  -1.13
S -0.39797 2.79072 -0.28970  0.62
S -0.28891 1.83023 2.49820  0.88
C 1.51620 1.54771 2.78634  -0.39
C 1.72039 0.20212 3.39707  -0.31
C 1.82110 -0.95266 2.62845  -0.05
C 1.93947 -2.19121 3.23586  -0.08
C 1.93957 -2.29027 4.61757  -0.09
C 1.83045 -1.14586 5.39070  -0.08
C 1.72874 0.09122 4.78330  -0.05
C -3.17018 0.55560 -0.82844  -0.16
C -4.25989 0.40382 0.05057  0.00
C -5.18001 1.40820 0.23884  -0.07
C -5.07183 2.60219 -0.45949  -0.04
C -4.04140 2.78413 -1.36247  0.01
C -3.10594 1.78292 -1.55528  -0.30
O -2.12043 1.96921 -2.49903  -0.44
H -2.18179 -1.85723 0.69841  0.10
H -1.67357 -2.54503 -0.83837  0.09
H -3.39155 -2.18949 -0.57670  0.09
H 1.81898 2.35858 3.44933  0.08
H 2.00714 1.67668 1.82306  0.06
H 1.77659 -0.89318 1.54783  0.09
H 2.02848 -3.08411 2.63311  0.10
H 2.02613 -3.25430 5.09545  0.10
H 1.82318 -1.21117 6.46840  0.10
H 1.64472 0.98525 5.38344  0.11
H -4.32763 -0.49639 0.63891  0.11
H -5.97332 1.26282 0.95572  0.11
H -5.78820 3.38955 -0.29986  0.11
H -3.93631 3.69394 -1.93786  0.13
C 4.09242 -2.55230 -2.79017  -0.03
O 2.82225 -2.06201 -3.20590  0.04
C 2.27204 -1.05880 -2.59869  -0.56
O 1.14031 -0.66828 -2.95492  -0.23
N 2.87095 -0.45463 -1.55519  0.03
N 2.19246 0.63199 -0.95763  0.00
H 4.28548 -3.41547 -3.42411  0.10
H 4.06262 -2.86209 -1.74211  0.10
H 4.87611 -1.80679 -2.94801  0.10
H 3.84946 -0.60353 -1.33792  0.14
H 2.63392 1.52026 -1.23178  0.03
H 2.26705 0.54057 0.05767  0.06
Se 1.22228 2.57035 -3.12780  0.08
Te -0.40704 0.80057 -4.97266  0.24
Te -0.29672 0.41399 -7.62989  0.01
Se -1.86255 -0.69264 -3.62673  0.26

Entry 2:
C18H20N5O11P2PtS2 | ωB97M-V with the def2-TZVPD basis set

Properties
LUMO energy (alpha / beta) = 1.14 / 1.14 eV
Energy relative to the best compared isomer or geometry (same formula, charge and spin) = 45.0 kcal per mole
Highest occupied orbital energy (alpha / beta) = -5.14 / -5.14 eV
HOMO-LUMO gap (alpha / beta) = 6.2791 / 6.2785 eV
Net charge = -1
Largest force on an atom = 2.66 eV/A
DFT total energy = -3398.0202 a.u.

Last column: Löwdin charge in e.
Cartesian coordinates (Å):
Pt -0.32821 0.81678 -1.19785  1.14
O -4.05134 0.83547 -3.54516  -0.11
P -3.32304 0.43781 -2.19669  0.16
O -3.99334 -0.66186 -1.49124  -0.30
O -1.82500 0.28208 -2.53204  -0.46
O -3.34724 1.82387 -1.33222  -0.32
P -2.51744 3.09975 -1.91132  0.21
O -2.77298 4.19505 -0.77332  -0.11
O -3.12353 3.47915 -3.21109  -0.29
O -1.03530 2.77052 -1.86599  -0.36
H -3.78034 1.74857 -3.79667  0.05
H -3.67541 4.52909 -0.83703  0.08
S -1.66847 0.26377 0.58134  0.77
C -0.55399 -0.21840 1.83688  -0.66
C -1.04072 -0.30098 3.14046  -0.12
C -0.20932 -0.71069 4.16919  -0.11
C 1.11951 -1.02351 3.90324  -0.11
C 1.60466 -0.93607 2.60982  -0.12
C 0.76443 -0.55743 1.56289  -0.66
S 1.35283 -0.58480 -0.08750  0.77
H -2.07357 -0.03953 3.33790  0.10
H -0.59366 -0.76888 5.17953  0.09
H 1.78116 -1.32400 4.70568  0.09
H 2.64071 -1.16928 2.39504  0.10
O 1.59912 1.85735 -2.14419  0.00
C 1.64029 2.38974 -1.02953  -0.64
O 0.83206 2.01398 -0.09532  -0.22
C 2.58755 3.48722 -0.70341  -0.10
C 2.88813 4.42681 -1.68144  0.01
C 3.73587 5.48493 -1.39259  -0.05
C 4.29959 5.60068 -0.13218  0.00
C 3.99593 4.63914 0.81759  -0.13
C 3.13736 3.58445 0.56596  0.08
N 4.60203 4.75487 2.15080  -0.35
O 5.15153 5.80428 2.43307  0.06
O 4.52446 3.79800 2.89342  0.08
H 2.44120 4.31562 -2.66037  0.13
H 3.95754 6.22419 -2.15013  0.11
H 4.96410 6.41170 0.12414  0.12
H 2.89888 2.86366 1.33461  0.14
C -1.71985 -4.03015 1.21387  -0.07
C -1.65700 -5.27326 0.32956  -0.41
C -0.30784 -5.97290 0.46097  -0.08
C -1.99737 -4.93078 -1.12859  -0.12
N -1.15391 -3.88186 -1.66425  -0.11
C -1.38761 -2.56239 -1.69034  -0.16
N -0.30231 -1.96301 -2.10919  -0.06
N 0.58765 -2.94158 -2.37517  -0.03
N 0.09363 -4.09704 -2.10851  0.04
H -1.68238 -4.30842 2.26817  0.08
H -2.63132 -3.45212 1.04579  0.08
H -0.87221 -3.36791 1.02170  0.08
H -2.43898 -5.97226 0.64764  0.13
H 0.49696 -5.34134 0.08522  0.07
H -0.28601 -6.91028 -0.09871  0.07
H -0.10139 -6.19644 1.50940  0.07
H -3.01939 -4.55536 -1.18781  0.13
H -1.90689 -5.80074 -1.77936  0.12
H -2.31979 -2.08524 -1.41465  0.09

Entry 3:
C18H20N5O3SSc | ωB97M-V with the def2-TZVPD basis set

Properties
LUMO energy = -6.52 eV
Energy relative to the best compared isomer or geometry (same formula, charge and spin) = 0.7 kcal per mole
Highest occupied orbital energy = -14.63 eV
HOMO-LUMO gap = 8.1056 eV
Net charge = +2
Largest force on an atom = 0.15 eV/A
DFT total energy = -2355.9577 a.u.

Last column: Löwdin charge in e.
Cartesian coordinates (Å):
Sc -0.68339 -0.30735 0.35850  1.01
C -0.05964 2.92126 2.71183  0.02
C 0.73683 1.74019 2.20259  -0.44
C 2.23394 1.94891 2.25522  0.02
O 0.34797 1.49271 0.75930  -0.12
C 0.33812 0.46034 2.95154  -0.50
O 0.60503 0.30166 4.09480  0.21
O -0.34124 -0.42751 2.18912  -0.12
H 0.20654 3.82855 2.16600  0.11
H 0.18482 3.07511 3.76211  0.12
H -1.13508 2.75715 2.63586  0.11
H 2.51460 2.86097 1.72678  0.11
H 2.77013 1.10317 1.82510  0.11
H 2.53039 2.04803 3.29820  0.12
H 0.49187 2.31528 0.27235  0.14
C -4.18254 -2.98904 -0.51845  0.02
N -4.15639 -1.98818 -1.58350  -0.10
C -4.65376 -2.17940 -2.86038  0.00
C -4.48873 -1.02304 -3.53646  -0.02
N -3.88434 -0.14739 -2.66083  0.10
C -3.68553 -0.74008 -1.47442  -0.70
S -3.11815 0.03663 -0.03250  0.69
H -4.98663 -3.68847 -0.72676  0.11
H -4.37120 -2.49688 0.43155  0.09
H -3.23574 -3.52575 -0.48239  0.10
H -5.09231 -3.11402 -3.16186  0.14
H -4.75423 -0.74617 -4.54081  0.14
H -3.69008 0.82652 -2.83628  0.17
N 5.10161 -5.67659 -7.14791  0.20
C 4.48404 -5.27906 -6.26625  -0.16
C 3.70746 -4.78212 -5.16311  -0.20
C 2.53918 -5.44171 -4.78740  0.01
C 1.78388 -4.95732 -3.73362  0.01
C 2.21802 -3.82432 -3.06548  -0.19
C 3.38439 -3.16501 -3.41516  0.01
C 4.13036 -3.64564 -4.47816  0.01
N 1.42886 -3.32033 -1.97057  0.00
C 0.96526 -4.05839 -0.90130  0.01
C 0.27636 -3.20057 -0.11281  -0.09
N 0.31249 -1.93113 -0.69136  -0.07
C 1.02071 -2.06074 -1.81180  -0.10
H 2.22183 -6.32381 -5.32533  0.14
H 0.86599 -5.45526 -3.45039  0.13
H 3.73001 -2.30409 -2.85809  0.13
H 5.04694 -3.15254 -4.76956  0.14
H 1.19427 -5.10399 -0.79204  0.15
H -0.20219 -3.38792 0.83531  0.13
H 1.24519 -1.27769 -2.51799  0.16

Entry 4:
C18H20N6O3 | ωB97M-V with the def2-TZVPD basis set

Properties
LUMO energy = 0.61 eV
Energy relative to the best compared isomer or geometry (same formula, charge and spin) = 64.0 kcal per mole
SMILES = Cc1nonc1N1CCN(Cc2cn[nH]c2-c2ccc3c(c2)OCO3)CC1
Highest occupied orbital energy = -7.98 eV
HOMO-LUMO gap = 8.5847 eV
Largest force on an atom = 1.40 eV/A
DFT total energy = -1252.0724 a.u.

Last column: Löwdin charge in e.
Cartesian coordinates (Å):
C 4.09282 2.74787 1.64607  -0.04
C 2.99023 2.30804 2.53544  -0.26
N 3.09817 2.38998 3.82794  0.10
O 1.95597 1.95908 4.36925  -0.08
N 1.07808 1.57769 3.40945  0.11
C 1.66980 1.77850 2.25099  -0.26
N 1.02912 1.60341 1.06963  -0.07
C 1.72975 1.22166 -0.13677  -0.12
C 0.92365 1.67626 -1.35311  -0.17
N -0.38362 1.06293 -1.30193  -0.19
C -1.15881 1.21471 -2.51739  -0.15
C -2.33104 0.28801 -2.52160  -0.16
C -3.59121 0.52174 -3.09637  -0.11
N -4.41297 -0.48654 -2.88239  0.03
N -3.72286 -1.36344 -2.16404  0.03
C -2.44990 -0.96052 -1.92183  -0.17
C -1.51624 -1.74267 -1.12511  -0.17
C -0.17724 -1.82190 -1.49097  -0.03
C 0.75011 -2.52513 -0.72961  0.01
C 0.29035 -3.14185 0.40923  -0.20
C -1.05540 -3.07921 0.77709  -0.20
C -1.97812 -2.39402 0.02913  0.06
O -1.24096 -3.77812 1.93903  0.04
C 0.03245 -4.26327 2.30735  -0.15
O 0.98038 -3.87663 1.33486  0.04
C -1.08282 1.51490 -0.11656  -0.15
C -0.31506 1.06128 1.11967  -0.12
H 4.54032 1.89852 1.13054  0.08
H 3.73010 3.46255 0.90898  0.08
H 4.85562 3.22229 2.25803  0.08
H 2.71657 1.67776 -0.15955  0.10
H 1.83467 0.12720 -0.18011  0.12
H 1.43734 1.35323 -2.26163  0.12
H 0.86310 2.78079 -1.35943  0.13
H -1.52035 2.24997 -2.65815  0.13
H -0.50351 0.98033 -3.36465  0.12
H -3.91587 1.37907 -3.65154  0.11
H -4.14464 -2.23669 -1.89037  0.16
H 0.14715 -1.32958 -2.39152  0.12
H 1.78662 -2.59020 -1.01617  0.12
H -3.00805 -2.33598 0.34063  0.13
H 0.00272 -5.36200 2.37610  0.14
H 0.31742 -3.84533 3.28633  0.14
H -2.08091 1.07581 -0.10231  0.13
H -1.18349 2.61584 -0.10363  0.13
H -0.79438 1.42008 2.03015  0.12
H -0.28508 -0.03645 1.14088  0.13

Entry 5:
C18H20N6O3S3 | ωB97M-V with the def2-TZVPD basis set

Properties
LUMO energy = 0.16 eV
Energy relative to the best compared isomer or geometry (same formula, charge and spin) = 0.0 kcal per mole
SMILES = Cn1c(SCC(=O)Nc2nccs2)nnc1-c1ccc(S(=O)(=O)N2CCCC2)cc1
Highest occupied orbital energy = -8.42 eV
HOMO-LUMO gap = 8.5770 eV
Largest force on an atom = 1.32 eV/A
DFT total energy = -2446.7391 a.u.

Last column: Löwdin charge in e.
Cartesian coordinates (Å):
C 0.18736 -3.39184 0.27727  -0.03
N 0.67204 -2.08332 -0.05607  -0.04
C 1.97882 -1.72601 -0.19136  -0.63
S 3.29881 -2.80405 0.12313  1.00
C 4.58946 -1.53400 0.12032  -0.38
C 4.28076 -0.52175 1.19645  -0.54
O 3.52778 -0.71170 2.11845  0.06
N 4.92946 0.68588 1.08256  0.11
C 5.85470 1.09488 0.16654  -0.61
N 6.42227 0.37117 -0.73273  0.04
C 7.30903 1.08853 -1.46622  -0.24
C 7.43827 2.39225 -1.12359  -0.41
S 6.39065 2.77483 0.19263  1.03
N 2.08618 -0.47740 -0.56947  0.03
N 0.84825 0.00615 -0.69759  0.08
C -0.00754 -0.93561 -0.38859  -0.26
C -1.44904 -0.76032 -0.39929  -0.14
C -2.01106 0.05322 -1.38534  0.00
C -3.37681 0.25928 -1.41937  -0.05
C -4.17886 -0.33595 -0.46270  -0.26
S -5.95551 -0.05147 -0.48334  0.67
O -6.34955 0.20256 -1.83663  -0.28
O -6.57623 -1.12170 0.23934  -0.28
N -6.25686 1.34448 0.37614  -0.23
C -5.87688 1.32925 1.77076  -0.19
C -4.50098 2.01602 1.84458  -0.15
C -4.42184 2.86565 0.56310  -0.15
C -5.73734 2.57235 -0.18373  -0.19
C -3.63798 -1.13873 0.52264  -0.05
C -2.27153 -1.35285 0.55890  -0.01
H -0.80295 -3.53592 -0.15298  0.10
H 0.87397 -4.13570 -0.12879  0.08
H 0.14145 -3.52030 1.36110  0.10
H 4.62532 -1.06195 -0.85971  0.07
H 5.53809 -2.03166 0.31902  0.09
H 4.64478 1.37368 1.77089  0.15
H 7.84458 0.58935 -2.25226  0.11
H 8.07124 3.14250 -1.54966  0.06
H -1.35895 0.51106 -2.11205  0.12
H -3.83634 0.85732 -2.19024  0.12
H -5.88175 0.30108 2.12656  0.11
H -6.62346 1.89896 2.33238  0.13
H -4.41845 2.62571 2.74227  0.11
H -3.70154 1.27583 1.86346  0.09
H -4.33541 3.92709 0.78759  0.11
H -3.56028 2.57590 -0.03724  0.09
H -5.62278 2.44666 -1.25832  0.11
H -6.47020 3.36405 -0.00068  0.13
H -4.29789 -1.59812 1.24158  0.12
H -1.84700 -1.95242 1.34896  0.11